C37H35F3N6O9S6Zr as an isolated structure at a distorted geometry. Source: the Open Molecules 2025 dataset; level of theory: ωB97M-V with the def2-TZVPD basis set.

Structure (XYZ):
```
97
C37H35F3N6O9S6Zr, DFT ωB97M-V with the def2-TZVPD basis set
O 4.175 -0.360 0.849
H 0.354 6.760 -1.797
O -0.628 4.634 0.358
H 1.468 2.643 -4.271
N -3.563 1.749 -0.031
C 0.889 4.757 -1.728
C 0.642 5.887 -2.328
C 0.601 5.864 -3.731
H -4.606 -0.893 5.004
C 1.653 -3.107 -2.541
C 1.218 3.604 -2.411
O 5.091 1.420 2.241
C -0.389 -0.596 -2.920
H -4.585 -3.739 1.085
S 2.461 -2.845 -0.987
H -1.614 1.153 2.432
O 2.947 -1.397 -1.075
H -3.921 -0.723 -1.820
C 0.815 4.709 -4.444
C 1.209 3.582 -3.801
C -2.134 -1.272 -0.639
H -2.033 4.660 -1.724
N 1.774 0.852 2.246
C -4.255 -2.309 -0.457
H 5.400 -5.935 1.201
O 1.813 4.885 0.721
H -2.273 -3.648 1.886
O 3.678 1.827 0.246
F 0.607 -2.500 4.829
C -2.934 2.821 -2.010
H 3.450 -4.297 0.970
H 6.654 -4.834 -2.716
C 1.476 2.099 4.195
S -3.527 1.672 -3.072
S -0.984 -0.062 -1.275
H -2.263 3.398 -0.159
N 0.979 2.710 -0.231
O 6.032 1.091 0.030
O 0.271 -0.251 -0.385
C -4.708 -0.610 3.961
C -3.419 -1.423 -1.107
H -6.746 -1.177 1.287
C -5.792 -1.121 3.274
H 2.304 2.874 2.267
C -3.209 1.488 1.125
C -1.670 -2.136 0.401
H -0.276 -2.174 -4.300
H -0.913 0.148 -3.556
H 2.008 -4.047 -2.917
C -3.838 0.200 3.211
C -2.023 1.970 1.898
H 0.810 4.829 -5.503
C 1.896 2.038 2.904
C 6.159 -5.361 -0.736
C 0.811 0.970 4.753
C 1.356 2.468 -1.454
C 3.939 -3.831 -0.996
H -5.249 -2.420 -0.793
N -2.800 2.685 -0.676
S 1.515 -1.636 1.840
H 0.495 0.994 5.771
C 1.230 -0.280 2.794
N -2.401 4.013 -2.409
H -1.193 2.476 1.361
C -3.885 -3.097 0.609
C 4.782 -3.962 -2.104
H -6.525 -1.724 3.777
C 4.188 -4.435 0.204
H -2.219 2.734 2.676
C -5.942 -0.792 1.918
H -0.266 -4.039 -2.644
H 0.621 -0.269 -2.863
H 2.125 -2.329 -3.193
H -0.674 -2.044 0.768
H 4.497 -3.487 -3.054
S 4.877 1.007 0.891
C 5.278 -5.274 0.325
F -1.187 -1.623 3.710
N -5.169 0.085 1.253
C 0.625 -0.222 4.084
H 0.455 6.773 -4.335
H 1.626 3.067 4.750
H -2.997 0.587 3.754
C -4.112 0.546 1.900
C -0.183 -1.404 4.572
O 1.877 1.355 -1.872
F -0.822 -1.177 5.764
C 5.934 -4.710 -1.924
H -2.457 4.288 -3.388
C 0.158 -3.060 -2.380
H -1.666 -2.350 -3.242
Zr 2.337 0.252 0.132
C -0.570 -2.041 -3.233
H 7.044 -5.969 -0.633
H -0.176 -2.940 -1.323
S 0.757 4.342 -0.079
C -2.565 -3.033 1.037
```

Values from the calculation:
gap between HOMO and LUMO: 8.0 eV
calculated total energy: -5172.5904 hartree
max |F|: 4.2 eV/Å
multiplicity: 1
relative energy (zero: lowest compared OMol25 entry of this formula, charge and spin): 112.1 kJ/mol
HOMO: -8.155 eV

C37H35GeMnN4O6 as an isolated structure. Source: the Open Molecules 2025 dataset; level of theory: ωB97M-V with the def2-TZVPD basis set.

Structure (XYZ):
```
84
C37H35GeMnN4O6, DFT ωB97M-V with the def2-TZVPD basis set
O -0.929 -0.310 -0.078
H 0.380 0.849 3.725
C 5.516 -1.635 -3.007
C 1.965 -1.915 2.587
H -0.343 -1.679 -2.519
H 3.505 -1.038 -3.381
H 1.987 2.510 -2.975
O -4.233 0.978 -1.378
C -2.780 2.725 -2.218
H -5.017 -0.618 -2.387
C 3.189 3.077 0.134
N -3.138 -3.590 -4.981
H -4.064 2.781 -0.474
H 5.096 -0.050 0.478
H 3.444 2.569 1.056
H 2.903 -2.107 0.678
H 1.125 -2.218 -1.734
C -0.325 -1.440 -0.429
C 1.327 0.664 1.810
H -4.933 2.819 -2.025
H -5.471 0.969 -3.031
C -0.970 2.945 -0.684
N -3.196 -1.565 -0.987
C 2.378 3.045 -2.117
C 3.045 5.125 -1.117
O -2.976 1.532 0.974
C -2.544 0.138 4.302
C -2.581 -2.055 2.618
C -1.994 -4.593 3.631
H 2.207 -2.928 2.881
C 2.356 -1.446 1.341
C 1.254 -1.092 3.447
C 0.935 0.202 3.058
H 0.289 0.730 -2.089
O -0.333 -2.429 0.267
H -3.835 0.318 -3.329
Mn -2.749 -0.002 -0.029
H -2.911 -3.057 0.745
H 1.063 1.675 1.518
C 6.410 -1.077 -0.853
C -4.072 2.406 -1.493
H -1.622 3.364 0.086
C -2.830 0.218 2.929
H 0.943 -1.459 4.416
H 1.451 -0.107 -3.110
C 2.687 2.353 -0.946
C -3.205 -3.483 -3.835
C -2.365 -4.426 2.276
H -0.488 3.745 -1.252
C -2.240 -2.221 3.979
C 3.363 4.452 0.053
C -1.935 -3.517 4.463
H 2.316 4.937 -3.126
Ge 2.463 0.417 -0.879
C -3.220 -2.436 -1.781
H -2.643 3.810 -2.276
O -1.699 2.091 -1.562
C -3.079 1.559 2.290
C 6.568 -1.654 -2.105
H 7.507 -2.120 -2.375
C -2.231 -1.084 4.816
H 7.227 -1.089 -0.143
C -4.654 0.378 -2.611
C 4.311 -1.038 -2.657
H 5.631 -2.086 -3.984
H 3.182 6.197 -1.182
H -1.978 -1.199 5.862
H 3.748 5.000 0.904
C -2.650 -3.190 1.778
C 2.045 -0.149 0.933
H -2.408 -5.287 1.624
N -2.854 -0.810 2.114
O -3.335 2.552 2.920
H -0.210 2.326 -0.210
H -1.666 -3.634 5.505
C 0.398 -1.404 -1.756
H -2.565 1.044 4.889
C 1.032 -0.068 -2.102
C 4.134 -0.455 -1.405
H -1.760 -5.582 4.002
C 5.204 -0.487 -0.509
H -2.801 2.343 -3.241
N -3.308 -3.431 -2.521
C 2.557 4.418 -2.207
```

Values from the calculation:
gap between HOMO and LUMO (alpha / beta): 7.1 / 8.3 eV
calculated total energy: -5329.3715 hartree
max |F|: 0.6 eV/Å
multiplicity: 5
relative energy (zero: lowest compared OMol25 entry of this formula, charge and spin): 62.5 kJ/mol
HOMO (alpha / beta): -9.016 / -9.015 eV
expectation value of S²: 6.04

C37H35IN3O3PtTe as an isolated structure at a distorted geometry. Source: the Open Molecules 2025 dataset; level of theory: ωB97M-V with the def2-TZVPD basis set.

Structure (XYZ):
```
81
C37H35IN3O3PtTe, DFT ωB97M-V with the def2-TZVPD basis set
C 0.189 0.946 4.298
C 4.161 -1.552 4.857
C -4.708 2.316 -4.503
H -6.210 2.011 -5.993
C 2.343 1.374 -3.307
O 2.825 1.076 0.870
H -5.223 3.462 -6.220
Pt 0.626 1.216 1.181
C -0.883 0.200 6.350
C 3.377 -0.163 2.844
H 3.093 2.150 -3.344
C -3.489 -1.015 -3.179
C 2.472 0.262 -4.120
C -0.411 -2.955 0.528
H -2.776 1.106 6.821
H -0.299 -1.410 -3.183
H -1.758 4.395 -2.440
C -0.129 -4.079 1.306
C 4.463 -0.591 0.684
I -0.923 3.076 2.385
C -1.479 -5.419 -0.157
C 2.361 0.373 3.698
H 3.322 0.173 -4.780
H 3.661 -0.615 -1.293
C 1.262 1.518 -2.440
H -0.873 -0.434 7.225
H 0.318 3.330 -1.778
H 0.508 -3.966 2.170
C 0.184 -1.670 0.937
H -0.453 -6.174 1.562
N -0.078 -0.568 0.236
C 1.521 -0.742 -4.074
H -1.860 3.270 -1.054
H 4.766 0.708 -0.952
C -2.423 3.759 -1.855
H 2.078 3.319 -1.621
C -3.989 3.197 -3.703
C -4.511 0.951 -4.327
C 3.482 0.181 1.453
C 4.234 -1.138 3.393
C 1.181 2.709 -1.542
C -0.900 1.803 4.110
C -3.630 0.461 -3.375
H 0.962 -0.560 5.615
H -4.214 -1.552 -3.785
H -1.895 -6.376 -0.433
H -2.392 -4.390 -1.799
C 0.429 -0.612 -3.230
C 4.584 -0.350 -0.776
C 0.159 0.140 5.449
C 5.118 -1.786 2.549
H -3.174 4.402 -1.396
H 5.778 -2.567 2.900
H -5.061 0.245 -4.930
C -1.942 1.889 5.015
H 2.609 0.297 4.760
H -2.753 2.586 4.862
H 3.186 -2.031 5.016
C -1.761 -4.299 -0.930
H -6.454 3.435 -4.973
H -2.490 -1.341 -3.474
N 1.202 0.814 3.364
O 0.957 -1.570 1.900
O 4.225 -0.476 5.757
H -1.445 -2.200 -1.202
C -3.093 2.752 -2.736
H 4.942 -2.290 5.063
C -1.230 -3.073 -0.591
C -1.943 1.070 6.135
H 1.626 -1.629 -4.679
H -3.658 -1.273 -2.129
C 0.295 0.517 -2.436
C -0.665 -5.304 0.961
H 5.142 -0.258 5.956
H 5.400 -0.944 -1.180
H 1.095 2.373 -0.480
N 5.184 -1.488 1.261
Te -1.403 0.528 -1.144
C -5.707 2.825 -5.480
H -4.139 4.260 -3.804
C -2.891 1.384 -2.643
```

Values from the calculation:
charge: +2
gap between HOMO and LUMO (alpha / beta): 4.8 / 4.8 eV
calculated total energy: -2505.1745 hartree
max |F|: 2.5 eV/Å
multiplicity: 2
relative energy (zero: lowest compared OMol25 entry of this formula, charge and spin): 536.8 kJ/mol
HOMO (alpha / beta): -13.607 / -13.487 eV
expectation value of S²: 1.12